# 1
{"formula": "C21H50BNbO9P", "method": "the ωB97M-V functional and the def2-TZVPD basis", "mol_weight_g_mol": 581.3, "gap_ev": 5.59, "charge": -1, "energy_ev": -52529.0454, "symbols": ["C", "C", "O", "C", "O", "Nb", "C", "B", "O", "O", "P", "C", "O", "H", "H", "H", "H", "H", "H", "H", "H", "H", "H", "H", "H", "H", "H", "H", "H", "H", "H", "C", "C", "C", "O", "C", "H", "H", "H", "H", "H", "H", "H", "H", "C", "C", "C", "O", "C", "H", "H", "H", "H", "H", "H", "H", "H", "C", "C", "C", "O", "C", "H", "H", "H", "H", "H", "H", "H", "H", "C", "C", "C", "O", "C", "H", "H", "H", "H", "H", "H", "H", "H"], "xyz": [[-2.65957, -0.70850, -2.67300], [-2.03793, -2.06557, -2.88350], [-2.73205, -3.08656, -2.20609], [-0.52060, -2.07093, -2.58490], [-0.14637, -2.86724, -1.48762], [-0.27052, -2.29165, 0.41987], [1.62468, -1.04484, 0.60583], [1.37180, 0.41992, 0.34055], [1.04853, 0.90859, -0.93516], [1.41301, 1.36467, 1.36188], [-0.83086, -1.80316, 2.88017], [-2.06225, -0.45089, 2.92647], [-1.70226, -3.12671, 3.41818], [-2.02457, 0.07085, -3.06723], [-2.86508, -0.51450, -1.62679], [-3.59958, -0.66959, -3.21030], [-2.15935, -2.27374, -3.94123], [-3.07286, -2.74051, -1.37984], [-0.17974, -1.04665, -2.48007], [-0.03103, -2.47404, -3.46688], [0.58671, -3.76724, 1.15926], [-1.91044, -3.12391, 0.63248], [-1.14950, -0.69911, 0.16165], [1.95260, -1.16064, 1.63241], [2.37722, -1.48129, -0.04231], [1.79323, 0.91516, -1.53326], [2.06288, 2.03477, 1.16836], [-2.93615, -0.67806, 2.33011], [-1.55960, 0.40741, 2.50040], [-2.34205, -0.20747, 3.94353], [-2.32448, -3.36990, 2.72624], [-2.14965, -0.83942, -7.63183], [-1.74228, 0.63350, -7.53674], [-1.25566, 0.71882, -6.09253], [-0.71115, -0.56504, -5.78524], [-1.06989, -1.50905, -6.78664], [-2.18376, -1.22376, -8.65039], [-3.13069, -0.98727, -7.17680], [-0.92530, 0.84384, -8.23067], [-2.55442, 1.32875, -7.74589], [-2.07876, 0.93310, -5.40382], [-0.48068, 1.47200, -5.94309], [-0.18516, -1.74846, -7.38883], [-1.41234, -2.42314, -6.30002], [1.49471, -2.11472, 7.01089], [2.22769, -0.84840, 7.46387], [1.82877, 0.13523, 6.36331], [0.53823, -0.24974, 5.93098], [0.20484, -1.54160, 6.43366], [1.31907, -2.83735, 7.80661], [2.06305, -2.60786, 6.21981], [1.84420, -0.51082, 8.42961], [3.30777, -0.97166, 7.55092], [2.51277, 0.07182, 5.50669], [1.80146, 1.17047, 6.71012], [-0.56789, -1.42094, 7.20365], [-0.19214, -2.14671, 5.61945], [-3.43044, 4.81285, -3.73161], [-4.70461, 4.42145, -4.48574], [-4.38172, 2.98888, -4.90157], [-3.53820, 2.46275, -3.88608], [-3.07993, 3.50641, -3.02564], [-3.56676, 5.63995, -3.03728], [-2.64411, 5.08612, -4.43818], [-5.56100, 4.43486, -3.80922], [-4.93091, 5.06496, -5.33477], [-3.84734, 2.96726, -5.86057], [-5.26648, 2.35661, -4.98788], [-3.59183, 3.42273, -2.06215], [-2.01188, 3.37646, -2.85584], [5.38010, -0.54198, 4.30945], [6.13948, -0.12816, 5.57165], [6.99070, 1.02501, 5.04971], [6.23734, 1.63934, 4.00940], [5.12465, 0.80795, 3.65074], [4.46001, -1.08798, 4.50927], [6.01267, -1.16287, 3.67256], [5.43988, 0.22917, 6.33035], [6.73647, -0.92756, 6.00810], [7.93908, 0.65914, 4.63771], [7.21363, 1.77377, 5.81153], [4.20292, 1.26335, 4.02473], [5.06170, 0.74928, 2.56505]], "forces_ev_per_a": [[-0.413, -0.074, -0.015], [0.049, 0.154, 0.071], [-0.349, -0.246, -0.448], [0.006, -0.656, -0.540], [-0.579, 1.370, 1.635], [1.851, -1.643, -2.855], [-0.166, -0.067, 0.786], [-0.333, 0.074, -0.142], [0.255, 0.596, -0.294], [-0.054, -0.294, 0.586], [0.525, 0.023, -0.111], [0.145, -0.120, 0.102], [-0.288, 0.001, 0.330], [0.199, 0.286, -0.049], [0.161, 0.115, 0.318], [-0.341, 0.114, -0.098], [0.097, -0.271, -0.304], [0.221, 0.013, 0.407], [0.153, 0.275, 0.181], [0.280, -0.133, -0.232], [-0.312, 0.256, 0.687], [-0.221, 0.413, 0.266], [-0.254, -0.058, 0.586], [0.141, -0.142, 0.316], [-0.146, -0.396, -0.519], [0.040, -0.279, -0.326], [-0.125, 0.573, -0.178], [-0.325, -0.032, -0.202], [0.096, 0.309, -0.173], [-0.160, 0.029, 0.337], [-0.068, -0.227, -0.206], [0.024, 0.064, 0.038], [0.028, -0.088, 0.034], [-0.113, -0.031, -0.022], [0.112, 0.016, 0.090], [-0.048, 0.044, -0.047], [0.012, 0.014, -0.025], [-0.008, -0.004, 0.024], [0.015, -0.002, 0.000], [-0.034, -0.009, 0.002], [0.000, 0.023, -0.005], [0.028, -0.001, -0.002], [-0.023, -0.007, -0.021], [0.001, -0.016, 0.014], [0.077, 0.136, -0.038], [-0.080, -0.047, -0.055], [0.137, -0.156, -0.040], [-0.173, 0.155, 0.094], [-0.004, -0.045, 0.077], [-0.004, 0.016, 0.041], [-0.009, -0.023, -0.022], [-0.015, 0.003, 0.010], [0.014, -0.008, -0.020], [0.073, 0.040, 0.068], [-0.014, 0.025, -0.031], [0.040, -0.090, 0.031], [-0.053, 0.074, -0.067], [-0.047, -0.078, -0.046], [0.074, -0.016, 0.047], [0.027, 0.112, 0.014], [0.023, -0.129, -0.037], [-0.045, 0.059, -0.011], [-0.027, 0.013, 0.015], [0.014, -0.005, -0.012], [-0.010, -0.012, 0.016], [0.021, 0.019, -0.015], [-0.027, 0.021, -0.003], [-0.010, -0.016, 0.000], [0.000, 0.019, 0.007], [0.022, -0.022, 0.002], [0.017, 0.039, 0.037], [-0.048, 0.035, -0.071], [-0.035, -0.078, -0.017], [-0.002, 0.055, -0.052], [-0.007, -0.042, 0.094], [-0.026, -0.003, 0.005], [0.016, -0.005, -0.011], [-0.015, 0.016, 0.001], [0.013, -0.025, -0.011], [0.002, -0.013, 0.026], [0.005, 0.017, 0.010], [-0.016, -0.018, -0.007], [0.015, 0.010, -0.023]]}

=====

# 2
{"formula": "C7H11NO", "method": "the ωB97M-V functional and the def2-TZVPD basis", "mol_weight_g_mol": 125.2, "e_above_lowest_kcal_mol": 75.6, "gap_ev": 9.81, "energy_ev": -10971.9960, "symbols": ["C", "C", "C", "C", "O", "C", "N", "H", "H", "H", "H", "H", "H", "H", "C", "C", "H", "H", "H", "H"], "xyz": [[0.46724, 0.33958, 1.94582], [0.61265, -0.17171, 0.72027], [0.52044, 0.70285, -0.57195], [1.80253, 1.54042, -0.68895], [0.39715, -0.08353, -1.70843], [-0.63806, 1.60363, -0.43558], [-1.55829, 2.28088, -0.34772], [-0.07751, 1.25621, 2.11920], [0.82034, -0.18171, 2.82148], [1.24557, -1.03814, 0.56423], [2.65631, 0.86884, -0.74040], [1.90370, 2.19513, 0.17530], [1.76287, 2.13502, -1.59862], [-0.33087, -0.84312, -1.51143], [-1.48736, -1.51420, 0.50586], [-1.51579, -1.89211, -0.79914], [-1.07994, -2.16670, 1.26199], [-2.13062, -0.71727, 0.84475], [-2.25084, -1.45840, -1.46713], [-1.11951, -2.85567, -1.08955]], "forces_ev_per_a": [[-0.254, -0.424, -0.511], [1.652, 1.746, 0.187], [-0.051, -0.708, 1.121], [-0.220, -0.164, -0.051], [-1.560, -2.028, -0.192], [-0.179, 0.123, -0.114], [-0.219, 0.170, 0.089], [0.011, 0.201, -0.050], [-0.032, -0.172, 0.079], [-0.236, -0.246, -0.015], [0.034, -0.045, 0.017], [-0.021, -0.031, -0.016], [-0.005, 0.019, -0.069], [2.158, 2.359, -0.464], [-1.273, -1.210, -1.559], [-1.126, -0.555, 1.738], [0.420, 0.196, 0.020], [0.224, 0.311, 0.061], [0.310, 0.370, -0.155], [0.367, 0.089, -0.115]]}

=====

# 3
{"formula": "C18H18ClF3N4O", "method": "the ωB97M-V functional and the def2-TZVPD basis", "mol_weight_g_mol": 398.8, "gap_ev": 8.67, "energy_ev": -47642.3848, "symbols": ["O", "C", "C", "N", "C", "C", "N", "C", "C", "C", "C", "C", "N", "C", "C", "N", "C", "C", "C", "C", "F", "F", "F", "C", "C", "C", "Cl", "H", "H", "H", "H", "H", "H", "H", "H", "H", "H", "H", "H", "H", "H", "H", "H", "H", "H"], "xyz": [[-0.46380, -3.43634, 0.10083], [0.37251, -2.56577, 0.11399], [1.81344, -2.80193, 0.57217], [2.43217, -1.57108, 1.00688], [2.01689, -1.18340, 2.34961], [2.92639, -0.05897, 2.86806], [3.43072, 0.73675, 1.77744], [2.88147, 1.95425, 1.50224], [3.38611, 2.79341, 0.49168], [2.78254, 4.01431, 0.28613], [1.70738, 4.39346, 1.08241], [1.30481, 3.51383, 2.06950], [1.86262, 2.33537, 2.27830], [4.24026, 0.00877, 0.82624], [3.87138, -1.48385, 0.86038], [0.19496, -1.28009, -0.30001], [-0.94181, -0.65788, -0.77470], [-2.14202, -1.33253, -0.98296], [-3.24734, -0.64786, -1.46710], [-4.52109, -1.42094, -1.66884], [-4.34759, -2.49262, -2.46042], [-5.49677, -0.69217, -2.23089], [-5.02084, -1.88779, -0.51079], [-3.18806, 0.70861, -1.75040], [-1.99837, 1.38673, -1.54651], [-0.89055, 0.71412, -1.06698], [0.58775, 1.58585, -0.81470], [2.35345, -3.19566, -0.29441], [1.80319, -3.58842, 1.34333], [2.05817, -2.03802, 3.04547], [0.98103, -0.83795, 2.29937], [2.37216, 0.59804, 3.53607], [3.78253, -0.48014, 3.40617], [4.23918, 2.50358, -0.10018], [3.14978, 4.67421, -0.48740], [1.21186, 5.34061, 0.94312], [0.48308, 3.75226, 2.73352], [4.04381, 0.39242, -0.17767], [5.30982, 0.13442, 1.04543], [4.40691, -2.00160, 1.67165], [4.16950, -1.94427, -0.08324], [1.01376, -0.68472, -0.17090], [-2.19787, -2.38697, -0.76264], [-4.05434, 1.22916, -2.12531], [-1.93130, 2.44138, -1.76066]], "forces_ev_per_a": [[-0.205, -0.323, 0.010], [0.287, 0.238, 0.037], [0.006, -0.115, 0.056], [0.234, -0.202, -0.056], [-0.069, 0.193, 0.169], [-0.110, -0.137, 0.200], [0.018, -0.239, 0.010], [-0.069, 0.422, 0.076], [0.035, -0.071, -0.060], [-0.137, -0.043, 0.124], [0.024, 0.086, -0.048], [-0.078, 0.262, -0.110], [0.124, -0.309, 0.071], [0.282, -0.030, -0.073], [0.060, 0.169, -0.035], [0.428, 0.321, 0.011], [-0.455, 0.088, -0.169], [-0.102, 0.043, -0.039], [0.019, 0.140, -0.033], [-0.246, -0.148, -0.020], [0.214, -0.098, -0.078], [0.016, 0.290, -0.080], [0.106, -0.003, 0.211], [-0.046, -0.223, 0.035], [0.051, -0.076, 0.031], [-0.166, -0.102, -0.020], [-0.031, -0.020, -0.092], [-0.029, 0.007, 0.047], [-0.065, 0.086, -0.120], [-0.005, 0.037, -0.055], [-0.012, -0.015, 0.075], [0.122, -0.203, 0.018], [-0.083, 0.008, 0.012], [0.079, -0.031, -0.028], [0.037, 0.024, -0.043], [-0.056, 0.073, 0.019], [-0.068, 0.119, -0.003], [0.011, -0.040, 0.047], [-0.026, -0.024, -0.126], [-0.015, -0.015, -0.065], [0.016, 0.007, 0.072], [-0.117, -0.260, 0.053], [0.019, -0.015, 0.001], [-0.062, 0.035, -0.029], [0.065, 0.096, -0.002]]}